Record 1
Here is a single C4H6Br2O molecule in a non-equilibrium geometry from OMol25. Energies are from the ωB97M-V functional and the def2-TZVPD basis.

Positions of all 13 atoms, in Å:
C  0.431  -0.035  -0.725
C  -0.458  0.114  0.271
C  0.843  0.992  -1.690
C  -0.907  -1.018  1.145
O  -0.473  -0.913  2.485
Br  1.239  -1.781  -1.008
Br  -1.281  1.813  0.526
H  0.429  1.947  -1.688
H  0.766  0.632  -2.624
H  1.974  1.161  -1.397
H  -0.434  -1.909  0.927
H  -1.971  -1.011  1.094
H  -0.160  0.010  2.686

E_tot ... -146372.208 eV
Frontier orbital gap (alpha / beta) ... 5.93 / 7.69 eV
HOMO (alpha / beta) ... -5.6 / -10.3 eV
Expectation value of S² ... 2.010
Max |F| ... 8.3 eV/Å
Multiplicity ... 3
ΔE to the lowest compared entry with this formula, charge and spin ... 98.4 kJ/mol

In the Mulliken picture, each atom carries the following charge in e:
1. C 0.339
2. C 0.083
3. C -1.338
4. C -0.411
5. O -0.503
6. Br -0.173
7. Br -0.096
8. H 0.493
9. H 0.368
10. H 0.266
11. H 0.365
12. H 0.266
13. H 0.342

Record 2
Here is 2 unconnected molecules or ions with the total composition C44H44N3OS2 in a non-equilibrium geometry from OMol25. Energies are from the ωB97M-V functional and the def2-TZVPD basis.

Positions of all 94 atoms, in Å:
C  -6.557  -0.594  2.282
C  -5.240  0.032  1.951
C  -4.158  -0.120  2.821
C  -2.908  0.457  2.550
C  -1.834  0.395  3.588
C  -2.726  1.126  1.337
N  -1.427  1.654  1.005
C  -0.260  0.953  0.750
C  0.075  -0.438  1.151
C  -0.594  -1.619  0.570
C  -0.476  -2.851  1.380
C  -1.624  -1.439  -0.415
C  -1.520  -0.482  -1.455
C  -2.493  -0.390  -2.444
C  -3.653  -1.170  -2.371
C  -3.829  -2.045  -1.291
C  -2.825  -2.204  -0.342
O  0.956  -0.603  2.035
N  0.702  1.876  0.578
C  2.128  1.763  0.530
C  2.753  0.803  -0.290
C  2.001  -0.023  -1.275
C  4.136  0.643  -0.187
C  4.912  1.491  0.605
C  6.398  1.338  0.620
C  4.271  2.473  1.371
C  2.882  2.625  1.351
C  2.252  3.621  2.260
N  0.156  3.138  0.504
C  -1.112  3.007  0.787
C  -2.044  4.128  0.892
C  -1.866  5.180  -0.038
C  -2.854  6.151  -0.180
C  -3.976  6.139  0.663
C  -4.063  5.206  1.706
C  -3.096  4.209  1.839
C  -3.804  1.336  0.472
C  -3.693  2.140  -0.780
C  -5.055  0.787  0.792
H  -7.313  -0.370  1.529
H  -6.485  -1.685  2.356
H  -6.947  -0.250  3.247
H  -4.278  -0.691  3.741
H  -1.075  1.176  3.458
H  -2.274  0.535  4.588
H  -1.327  -0.579  3.596
H  -0.981  -3.698  0.904
H  0.562  -3.151  1.595
H  -0.959  -2.631  2.347
H  -0.644  0.171  -1.481
H  -2.348  0.320  -3.263
H  -4.424  -1.078  -3.134
H  -4.765  -2.603  -1.182
H  -2.967  -2.862  0.521
H  2.694  -0.566  -1.928
H  1.392  -0.789  -0.778
H  1.341  0.577  -1.911
H  4.618  -0.160  -0.749
H  6.878  2.110  1.225
H  6.709  0.368  1.025
H  6.827  1.400  -0.388
H  4.865  3.124  2.019
H  3.035  4.250  2.689
H  1.541  4.262  1.727
H  1.718  3.147  3.095
H  -0.967  5.180  -0.658
H  -2.746  6.914  -0.952
H  -4.771  6.869  0.515
H  -4.896  5.250  2.411
H  -3.141  3.491  2.660
H  -4.223  1.638  -1.600
H  -4.135  3.143  -0.668
H  -2.654  2.267  -1.096
H  -5.889  0.937  0.106
C  5.417  -1.573  -4.189
C  4.581  -2.460  -4.878
C  3.884  -3.443  -4.187
C  3.958  -3.511  -2.775
C  3.172  -4.486  -2.052
S  3.513  -4.909  -0.415
C  3.143  -6.707  -0.518
C  2.157  -6.953  -1.647
S  2.211  -5.632  -2.920
C  4.933  -2.726  -2.114
C  5.630  -1.742  -2.815
H  5.908  -0.762  -4.722
H  4.482  -2.393  -5.965
H  3.347  -4.223  -4.737
H  4.057  -7.307  -0.639
H  2.699  -6.963  0.449
H  2.324  -7.930  -2.123
H  1.124  -6.903  -1.268
H  5.199  -2.963  -1.079
H  6.358  -1.114  -2.292

E_tot ... -74522.882 eV
Frontier orbital gap ... 2.52 eV
HOMO ... -7.8 eV
Max |F| ... 4.8 eV/Å
Net charge ... +1
ΔE to the lowest compared entry with this formula, charge and spin ... 75.2 kJ/mol

In the Mulliken picture, each atom carries the following charge in e:
1. C -1.663
2. C 0.988
3. C -0.922
4. C 0.541
5. C -1.969
6. C -0.146
7. N 1.801
8. C -0.163
9. C 0.214
10. C 0.499
11. C -2.158
12. C 1.035
13. C 0.484
14. C -0.884
15. C -0.495
16. C -0.878
17. C -1.118
18. O -0.821
19. N 1.440
20. C -0.044
21. C 1.175
22. C -0.914
23. C -1.019
24. C 0.478
25. C -1.338
26. C -1.082
27. C 0.921
28. C -1.212
29. N -1.344
30. C 0.509
31. C 0.081
32. C -0.717
33. C -0.642
34. C -0.461
35. C -0.648
36. C 0.018
37. C 1.712
38. C -2.306
39. C -1.013
40. H 0.386
41. H 0.341
42. H 0.359
43. H 0.472
44. H 0.241
45. H 0.641
46. H 0.211
47. H 0.484
48. H 0.238
49. H 0.273
50. H 0.154
51. H 0.426
52. H 0.415
53. H 0.416
54. H 0.348
55. H 0.234
56. H 0.061
57. H 0.342
58. H 0.136
59. H 0.375
60. H 0.308
61. H 0.300
62. H 0.303
63. H 0.453
64. H 0.223
65. H 0.264
66. H 0.413
67. H 0.399
68. H 0.397
69. H 0.407
70. H 0.434
71. H 0.608
72. H 0.387
73. H 0.272
74. H 0.321
75. C -0.493
76. C -0.722
77. C -0.563
78. C 0.669
79. C 0.795
80. S -0.007
81. C -0.580
82. C -0.559
83. S -0.063
84. C -0.344
85. C -0.487
86. H 0.438
87. H 0.411
88. H 0.340
89. H 0.355
90. H 0.379
91. H 0.429
92. H 0.337
93. H 0.269
94. H 0.416